# 1
A cluster of 3 separate species, C13H33N2O8P2 in total in a non-equilibrium geometry, computed with wB97M-V/def2-TZVPD.

Element x y z (Å)
C  -3.18564  0.78100  2.33732
C  -4.17972  0.10349  3.23412
C  -5.63316  0.36365  2.99884
N  -3.86311  -0.67755  4.24685
C  -3.26839  -1.86289  3.98422
C  -2.47264  -2.37837  5.20000
C  -2.90961  -3.77082  5.68757
C  -2.11825  -4.91147  5.08987
N  -0.68259  -4.83544  5.44117
H  -2.48489  1.31480  2.97935
H  -2.62566  0.10875  1.68169
H  -3.68037  1.53553  1.73904
H  -6.04004  0.72999  3.94448
H  -6.14954  -0.54466  2.69359
H  -5.76877  1.17161  2.28739
H  -2.61552  -1.80722  3.09759
H  -1.39843  -2.33928  5.02196
H  -2.65729  -1.68692  6.01525
H  -3.97481  -3.87984  5.49810
H  -2.77919  -3.82014  6.76847
H  -2.48899  -5.84226  5.52001
H  -2.26969  -4.99411  4.00949
H  -0.29100  -5.73810  5.19396
H  -0.25164  -4.17508  4.80224
C  2.19242  -0.61944  -1.81030
O  1.12479  -1.25906  -1.09354
P  -0.41884  -1.20496  -1.82377
O  -1.20632  -1.46582  -0.56718
O  -0.10687  -2.56488  -2.68375
C  0.39112  -3.70075  -2.00072
O  -1.72453  -0.91297  -2.87760
C  -2.01668  0.45852  -3.15140
H  3.11512  -0.74911  -1.24784
H  2.31293  -1.06668  -2.80375
H  1.98589  0.44739  -1.91134
H  0.09567  -3.70322  -0.95119
H  1.48080  -3.73655  -2.07213
H  -0.01838  -4.58643  -2.48847
H  -1.17567  0.95064  -3.64444
H  -2.25892  0.99218  -2.22742
H  -2.87854  0.49083  -3.81595
C  3.99780  6.04193  -4.85098
O  3.38791  5.31551  -3.78738
P  3.88274  3.67387  -3.58542
O  2.69266  3.24286  -2.76703
O  5.11653  4.17580  -2.62407
C  4.83763  5.07537  -1.56666
O  4.61969  2.13116  -3.62033
C  4.42761  1.41528  -4.83245
H  3.60923  7.05968  -4.83300
H  5.08657  6.07645  -4.72824
H  3.75555  5.59134  -5.81714
H  3.80565  4.99085  -1.22567
H  5.03394  6.10300  -1.88270
H  5.50689  4.83257  -0.74039
H  4.89945  1.93023  -5.67411
H  3.35671  1.30072  -5.03361
H  4.87840  0.42901  -4.73257

Calculated values
- total charge = -1
- DFT total energy (eV) = -51948.3658
- LUMO (eV) = 0.08

---

# 2
A cluster of 2 separate species, C3H8FNS in total in a non-equilibrium geometry, computed with wB97M-V/def2-TZVPD.

Element x y z (Å)
C  0.57832  1.70747  -0.49436
C  0.48662  -1.81243  0.33331
C  -0.55187  1.89274  -1.51663
N  -0.81165  -2.76387  2.36201
F  -0.44152  3.08405  -2.21336
S  0.05716  -3.23273  0.93352
H  0.60960  2.37496  0.28511
H  0.85205  0.60947  -0.16114
H  1.39687  1.93203  -1.13608
H  -1.57821  1.78839  -1.24489
H  0.98053  -1.71809  -0.60223
H  -0.34802  1.12530  -2.27692
H  -0.52892  -3.25633  3.27534
H  -0.70096  -1.73096  2.45632

Calculated values
- energy above the lowest of the compared OMol25 structures with the same formula, charge and spin (kJ/mol) = 340.8
- DFT total energy (eV) = -18279.8664
- LUMO (eV) = -0.07

---

# 3
A structure of composition C21H35BO2P2Pt in a non-equilibrium geometry, computed with wB97M-V/def2-TZVPD.

Element x y z (Å)
P  2.31029  -1.14797  0.49547
P  1.98886  1.42740  0.91564
C  3.35088  -0.23681  -0.74276
C  3.29242  1.27663  -0.38726
H  2.92227  -0.43843  -1.73927
H  4.37100  -0.63657  -0.70124
H  4.24705  1.68122  -0.02754
H  2.95726  1.83202  -1.26292
C  0.74675  2.29075  -0.12481
H  0.64248  3.33959  0.13636
H  -0.24088  1.80615  -0.05097
H  1.07352  2.22475  -1.17332
C  2.34369  2.35152  2.45887
H  1.45441  2.91417  2.77912
H  3.19707  3.04475  2.39434
H  2.54979  1.63308  3.26979
C  2.24518  -2.85873  -0.20866
H  2.78660  -3.57743  0.42869
H  2.69627  -2.87961  -1.21298
H  1.20126  -3.18920  -0.27095
C  3.64268  -1.42074  1.72395
H  4.46078  -0.70453  1.56788
H  4.07189  -2.43411  1.67327
H  3.18857  -1.26564  2.71052
Pt  -1.97704  0.10487  -1.82716
C  -1.53990  1.20797  -3.48881
C  -2.97831  1.18000  -3.22445
C  -3.87508  0.22440  -4.01307
C  -3.50355  -1.30122  -3.87927
C  -2.60954  -1.60396  -2.68889
C  -1.15875  -1.47553  -2.79458
C  -0.47888  -1.04892  -4.08152
C  -0.92655  0.35333  -4.57370
C  -1.25921  -1.64757  0.96297
H  -0.98342  2.11540  -3.21552
H  -3.45429  2.12622  -2.90756
H  -3.87734  0.47552  -5.08360
H  -4.89788  0.38315  -3.63390
H  -4.45163  -1.83230  -3.70123
H  -3.07855  -1.70027  -4.81498
H  -2.99065  -2.32202  -1.94253
H  -0.55154  -2.17021  -2.20354
H  -0.64043  -1.78046  -4.88732
H  0.60883  -1.01346  -3.92490
H  -0.05959  0.87739  -4.99270
H  -1.60288  0.28896  -5.42918
H  -0.76154  -2.59035  1.18433
H  -0.80321  -1.20994  0.05551
H  -2.32762  -1.78228  0.75100
O  -2.03892  0.15411  2.68804
B  -1.10698  -0.77109  2.21917
O  -0.03911  -0.90343  3.12066
C  -0.42335  -0.20140  4.23829
C  0.35791  0.15736  5.30640
C  -0.06208  1.25310  6.05652
C  -1.30777  1.84062  5.84305
C  -2.14720  1.40908  4.80689
C  -1.65021  0.43782  3.96745
H  1.27667  -0.38480  5.51318
H  0.59286  1.64188  6.83365
H  -1.65128  2.63587  6.49920
H  -3.12212  1.83988  4.61088

Calculated values
- spin multiplicity = 3
- expectation value of S² = 2.01
- energy above the lowest of the compared OMol25 structures with the same formula, charge and spin (kJ/mol) = 191.9
- DFT total energy (eV) = -48936.8399
- LUMO (alpha / beta) (eV) = 0.31 / -0.39

---

# 4
An isolated molecule of C2H5ClN2O2 in a non-equilibrium geometry, computed with wB97M-V/def2-TZVPD.

Element x y z (Å)
O  -2.50395  -0.87471  -0.29859
N  -1.15544  -1.22843  -0.10193
C  -0.27192  -0.31372  0.19874
C  1.13505  -0.87362  0.48103
Cl  2.37366  0.17634  -0.32314
N  -0.45540  1.02298  0.58656
O  -1.67293  1.53498  -0.06289
H  -2.54450  0.08157  -0.12200
H  1.16636  -1.85587  0.06066
H  1.52970  -0.98695  1.56909
H  0.41643  1.55456  0.37995
H  -1.40813  1.48888  -0.97335

Calculated values
- SMILES string = O/N=C(/CCl)NO
- energy above the lowest of the compared OMol25 structures with the same formula, charge and spin (kJ/mol) = 127.8
- DFT total energy (eV) = -21748.8489
- LUMO (eV) = 0.41

---

# 5
A cluster of 9 separate species, C45H105BF3N2O20PS2 in total in a non-equilibrium geometry, computed with wB97M-V/def2-TZVPD.

Element x y z (Å)
C  -6.52760  -0.40063  -4.94318
C  -4.98905  -0.37754  -4.38452
N  -4.81688  0.33695  -3.03945
C  -3.31312  0.64351  -2.99014
C  -2.63876  0.37865  -1.50750
C  -2.91542  1.50747  -0.37582
S  -3.11643  3.26327  -1.12452
O  -1.93012  1.69868  0.66449
C  -1.08282  0.58886  1.01659
O  -1.74877  -0.67243  1.38918
C  -1.23361  -1.83221  0.65940
C  -1.39568  -3.21574  1.58624
C  -1.99936  -4.40470  0.57587
O  -0.08922  -3.73701  2.05486
C  -0.23308  1.03950  2.40783
C  1.12353  0.08322  2.31219
O  1.98859  0.41848  1.13075
N  3.24885  0.65581  1.53512
O  4.01355  0.74951  0.55751
C  0.30184  2.54886  2.10801
C  -0.40157  3.81262  2.81397
C  -2.01322  3.88821  2.92714
F  0.13558  4.16833  4.18255
O  -1.16108  0.80297  3.43329
C  -0.86999  0.70637  4.82329
C  0.53845  1.15934  5.43274
C  0.66858  1.82963  6.89211
C  0.01444  1.06106  8.16678
F  0.33545  3.30199  6.96803
P  -2.45319  1.41235  5.63965
O  -3.27449  0.36070  6.69835
O  -2.44276  3.06834  6.00341
S  -0.99828  -1.17792  5.17432
O  -2.38128  -1.62354  4.57657
O  0.14222  -1.99706  4.53519
F  -1.03094  -1.57825  6.83037
B  -4.38059  1.28766  0.41840
C  -4.94003  -0.15646  0.96498
O  -5.25020  2.48134  0.71392
C  -5.65470  1.59012  -2.96449
C  -7.12440  1.47046  -2.17445
O  -5.37723  2.77951  -3.50255
H  -7.26521  -0.95027  -4.21988
H  -6.51190  -1.04952  -5.94466
H  -6.90225  0.67210  -5.28492
H  -4.33907  0.17825  -5.21741
H  -4.56277  -1.48743  -4.35534
H  -2.82445  -0.19521  -3.68890
H  -3.02141  1.65756  -3.49188
H  -1.52099  0.09734  -1.70693
H  -3.16372  -0.62345  -1.12346
H  -1.97899  3.45795  -1.93549
H  -0.37610  0.35373  0.12011
H  -0.06551  -1.78102  0.41886
H  -1.75729  -2.08126  -0.35248
H  -2.19796  -3.09345  2.42919
H  -1.37047  -4.52942  -0.40658
H  -2.20679  -5.41733  1.14728
H  -3.07650  -4.00044  0.25974
H  -0.29489  -4.24929  2.90727
H  0.90183  -1.05833  2.23223
H  1.85961  0.21573  3.22545
H  1.43770  2.56583  2.48629
H  0.40296  2.80147  0.94423
H  -0.08477  4.76440  2.15925
H  -2.40156  4.53271  1.99964
H  -2.27304  4.56354  3.87665
H  -2.60569  2.88595  2.88687
H  1.12794  1.87623  4.67901
H  1.23141  0.18316  5.46019
H  1.84501  1.83251  7.12453
H  0.67241  0.12032  8.49429
H  0.03955  1.78546  9.11110
H  -1.07464  0.67032  8.04997
H  -4.03516  -0.07899  6.18278
H  -3.20668  3.33076  6.59786
H  -4.24726  -1.06800  0.71518
H  -5.03358  -0.09127  2.15211
H  -6.01810  -0.38383  0.53580
H  -5.76769  2.74711  -0.10113
H  -7.76239  0.57599  -2.64112
H  -7.78811  2.42889  -2.29972
H  -7.01277  1.21968  -1.03686
C  8.36207  -0.80258  0.08578
C  7.25726  -1.77479  0.46756
C  6.65473  -2.43896  -0.76008
O  6.23651  -1.07547  1.17503
H  7.97492  -0.00034  -0.55250
H  8.77802  -0.32295  0.97824
H  9.17060  -1.31317  -0.44660
H  7.65720  -2.54033  1.14129
H  6.20701  -1.69479  -1.42836
H  5.85272  -3.12667  -0.47103
H  7.41201  -2.99864  -1.31788
H  5.87554  -0.39350  0.58442
C  2.31285  1.24145  -2.41820
C  1.27850  1.41998  -3.51811
C  1.41356  2.77648  -4.19111
O  -0.02810  1.29663  -2.96215
H  2.18794  1.99875  -1.63605
H  2.19579  0.26581  -1.93450
H  3.32952  1.31519  -2.81669
H  1.39350  0.62596  -4.26392
H  1.25675  3.58823  -3.47186
H  0.65497  2.89589  -4.97213
H  2.40325  2.89633  -4.64278
H  -0.13918  1.99780  -2.29866
C  5.45422  3.89915  4.04992
C  4.58709  4.55743  2.98864
C  4.33006  6.02050  3.31210
O  3.34295  3.86757  2.90078
H  4.96385  3.92726  5.02951
H  5.62068  2.84346  3.81043
H  6.42535  4.39736  4.13095
H  5.07611  4.47681  2.01176
H  3.79981  6.12387  4.26551
H  3.69458  6.47811  2.54629
H  5.26744  6.58239  3.37103
H  2.90161  3.93385  3.76393
C  -1.96004  -3.25170  -7.58724
C  -2.57431  -3.66167  -6.25827
C  -3.26429  -5.01254  -6.35981
O  -3.52137  -2.67701  -5.85204
H  -2.72900  -3.15898  -8.36246
H  -1.47765  -2.27208  -7.50236
H  -1.21511  -3.98141  -7.91960
H  -1.79486  -3.70328  -5.48973
H  -4.07952  -4.98229  -7.09148
H  -3.71232  -5.28906  -5.39933
H  -2.55854  -5.79512  -6.65537
H  -4.21738  -2.63309  -6.52869
C  2.07218  -5.09271  -5.06987
C  1.44897  -3.81611  -5.61159
C  2.46033  -2.68199  -5.65807
O  0.35257  -3.43749  -4.78331
H  2.43533  -4.94781  -4.04616
H  1.32965  -5.89686  -5.03054
H  2.90942  -5.41919  -5.69461
H  1.05293  -3.99757  -6.61665
H  2.83724  -2.45156  -4.65523
H  1.99471  -1.76640  -6.03834
H  3.30925  -2.93611  -6.30043
H  0.69485  -3.27435  -3.88864
C  -0.19744  9.42382  -0.16528
C  -0.80322  8.25301  0.59222
C  -0.56474  8.37792  2.08848
O  -0.22669  7.03728  0.12200
H  0.88766  9.46646  -0.01829
H  -0.36607  9.31427  -1.24190
H  -0.63196  10.37333  0.16256
H  -1.87938  8.20350  0.39386
H  0.50732  8.38345  2.31542
H  -0.99539  7.52227  2.61963
H  -1.01025  9.29606  2.48398
H  0.72903  7.07232  0.29397
C  6.83870  -6.42511  -6.36992
C  6.21549  -5.14851  -6.91164
C  7.22685  -4.01438  -6.95812
O  5.11908  -4.76989  -6.08336
H  7.20184  -6.28021  -5.34620
H  6.09617  -7.22925  -6.33059
H  7.67593  -6.75159  -6.99466
H  5.81944  -5.32997  -7.91670
H  7.60376  -3.78396  -5.95528
H  6.76122  -3.09879  -7.33838
H  8.07577  -4.26851  -7.60048
H  5.46136  -4.60674  -5.18869
C  -4.05805  -4.68599  8.79337
C  -4.48893  -3.98052  7.51736
C  -3.80027  -4.57152  6.29764
O  -4.17120  -2.59442  7.61376
H  -2.97927  -4.58042  8.95447
H  -4.55218  -4.24210  9.66420
H  -4.30317  -5.75204  8.75706
H  -5.57527  -4.06033  7.40149
H  -2.71235  -4.46188  6.37019
H  -4.11049  -4.04597  5.38809
H  -4.03760  -5.63414  6.18643
H  -3.20836  -2.51387  7.71695

Calculated values
- SMILES string = CCN(CC[C@](S)(O[C@H](OC[C@@H](C)O)[C@@](CON=O)(C[C@@H](C)F)O[C@@](C[C@H](C)F)(P(O)O)S(=O)(=O)F)B(C)O)C(C)=O.CC(C)O.CC(C)O.CC(C)O.CC(C)O.CC(C)O.CC(C)O.CC(C)O.CC(C)O
- DFT total energy (eV) = -132069.4001
- LUMO (eV) = -0.73

---

Q: What is the formula in the third record?
A: C21H35BO2P2Pt

---

Q: What is the formula in the first record?
A: C13H33N2O8P2